No. 1
59
Properties=species:S:1:pos:R:3:forces:R:3 method="wB97M-V/def2-TZVPD" multiplicity=4 homo_lumo_gap_ev="5.91 / 6.83" charge=-1
V -0.06066 0.12409 -0.06505 0.23 -0.47 -0.06
Br -5.06649 -4.29266 0.55481 -0.01 0.00 0.00
C -3.61365 -3.15779 1.05024 -0.01 -0.01 0.00
C -2.63743 -3.64022 1.91145 0.00 0.00 0.00
C -1.55202 -2.85373 2.25836 0.01 0.02 -0.01
C -1.41947 -1.56089 1.72145 -0.04 -0.05 -0.01
O -0.36877 -0.80395 1.83789 0.03 -0.03 -0.07
C -2.48728 -1.07395 0.92178 0.01 -0.02 0.00
C -2.29320 0.34793 0.59614 -0.06 0.12 0.05
N -2.15591 0.85013 -0.59893 0.03 0.04 -0.08
C -2.02570 2.25886 -0.63142 -0.07 0.06 -0.08
C -2.87107 3.01792 -1.39537 -0.02 -0.05 0.02
C -2.77891 4.42410 -1.40537 0.03 0.04 0.02
C -1.83731 5.07187 -0.65712 -0.04 0.00 -0.02
C -0.92038 4.32286 0.11632 -0.01 -0.09 -0.04
C 0.11305 4.91365 0.88017 0.02 -0.01 0.02
C 0.98909 4.12502 1.56324 0.01 0.09 0.01
C 0.86242 2.72552 1.46355 -0.02 -0.08 -0.04
N -0.08362 2.14741 0.77064 -0.03 0.00 -0.05
C -1.00022 2.91546 0.11307 0.07 0.18 0.03
C -3.55491 -1.86684 0.54775 0.02 -0.01 0.04
H -2.70995 -4.65408 2.28397 0.00 0.00 0.00
H -0.75627 -3.25112 2.87572 0.00 0.00 0.00
H -2.28846 1.01108 1.46742 -0.02 -0.01 0.00
H -3.62381 2.51382 -1.98705 0.01 -0.01 0.00
H -3.47185 4.99044 -2.01492 0.00 0.01 0.01
H -1.76724 6.15290 -0.65736 0.00 0.00 0.00
H 0.20284 5.99367 0.89501 0.01 0.00 0.01
H 1.79938 4.54632 2.14136 0.00 0.00 0.00
H 1.57502 2.06433 1.94271 0.00 0.00 0.01
H -4.32659 -1.48564 -0.10841 0.00 0.00 0.00
O 0.67966 1.21245 -1.69069 -0.07 -0.04 0.13
C 1.74873 1.91925 -1.52603 -0.02 0.11 0.01
C 1.81443 3.23498 -2.05757 -0.02 0.00 -0.01
C 2.90950 4.04862 -1.87241 0.01 -0.03 0.01
C 4.03163 3.59540 -1.17251 0.01 0.03 -0.01
C 4.01879 2.30506 -0.67946 -0.02 -0.04 0.01
C 2.91012 1.46665 -0.81808 -0.04 0.06 -0.03
C 2.98706 0.08350 -0.36706 0.03 -0.06 0.04
N 1.93744 -0.57597 -0.06870 -0.08 0.24 -0.06
N 2.03908 -1.94510 0.09044 0.04 -0.17 0.01
C 0.91484 -2.48501 -0.32550 -0.02 0.07 0.01
O -0.07903 -1.84772 -0.81926 0.02 0.12 0.16
C 0.79370 -3.97048 -0.20986 0.00 -0.02 -0.04
C 1.81838 -4.75191 0.31635 0.01 0.00 0.00
C 1.65507 -6.12281 0.44385 0.01 0.00 0.00
C 0.46688 -6.72541 0.04776 -0.01 0.01 0.00
C -0.55707 -5.94867 -0.47736 0.01 -0.02 0.01
C -0.39304 -4.57741 -0.60581 -0.01 0.02 0.00
H 0.94561 3.58286 -2.60511 0.00 0.00 0.00
H 2.89986 5.05351 -2.28137 0.00 0.00 0.00
H 4.89660 4.23188 -1.03728 0.00 0.00 0.00
H 4.89037 1.91726 -0.16023 0.00 0.00 0.00
H 3.94857 -0.43326 -0.38098 -0.01 -0.01 0.01
H 2.73245 -4.26416 0.62662 0.00 0.00 0.00
H 2.45562 -6.72502 0.85699 0.00 0.00 0.00
H 0.33927 -7.79638 0.15255 0.00 0.00 0.00
H -1.49058 -6.40901 -0.77788 0.00 0.00 0.00
H -1.18460 -3.94966 -0.99342 0.00 0.00 0.00

No. 2
19
Properties=species:S:1:pos:R:3:forces:R:3 method="wB97M-V/def2-TZVPD" e_above_lowest_kj_mol=762.5 homo_lumo_gap_ev=6.15 charge=+1
C -1.09605 -0.77752 0.97496 -1.55 -1.41 0.33
C -1.80029 -0.96664 -0.61864 0.52 0.79 0.33
C -0.42064 -1.11958 -0.38065 1.11 -0.79 -0.37
C 0.58092 0.00371 -0.67368 -0.17 -2.71 0.04
N 1.71475 -0.24972 0.01156 -0.97 1.12 -0.17
C 2.69745 0.72654 0.02239 1.16 0.81 -0.44
H -1.58366 0.35295 0.78006 -0.32 0.70 0.39
H -1.63602 -1.53841 1.53282 0.29 -0.25 -0.22
H -0.28597 -0.46730 1.61438 0.25 0.73 -0.03
H -2.36123 -1.88959 -0.60698 -0.47 0.31 0.05
H -2.13808 0.02179 -0.91581 -0.57 -0.47 -0.33
H -0.02014 -2.11209 -0.43467 0.35 -0.34 -0.13
H 0.03431 0.95266 -0.24386 -0.95 1.43 0.32
H 0.63886 0.24357 -1.74697 0.35 0.79 0.16
H 3.00192 0.87027 1.06620 0.21 -0.21 0.00
H 3.60791 0.38403 -0.50649 -0.04 -0.49 0.39
H -1.85583 2.35627 0.47879 0.37 0.10 0.10
H 2.48997 1.68633 -0.44393 -0.54 0.08 -0.15
O -1.56815 1.52273 0.09052 0.97 -0.17 -0.27

No. 3
13
Properties=species:S:1:pos:R:3:forces:R:3 method="wB97M-V/def2-TZVPD" e_above_lowest_kj_mol=219.0 homo_lumo_gap_ev=10.48 smiles="C=C=C(C=O)CO"
C -0.10229 2.18248 1.20178 -0.07 -0.10 -0.08
C -0.20379 1.05344 0.56086 0.09 0.16 0.01
C -0.00129 -0.07548 -0.07640 -0.01 0.21 0.11
C 1.47029 -0.24895 -0.27473 0.17 -0.39 -0.05
O 2.04991 -1.30525 -0.36991 -0.42 0.19 -0.17
C -1.06263 -1.10817 -0.43020 -0.14 0.19 0.26
O -0.80619 -1.80140 -1.62648 0.29 -0.10 0.02
H 0.09809 2.19346 2.26982 -0.13 0.03 -0.11
H -0.19321 3.12803 0.67690 -0.09 -0.06 0.09
H 2.00930 0.72233 -0.27424 0.05 -0.25 0.02
H -1.21836 -1.80067 0.41044 0.15 0.09 -0.11
H -2.00625 -0.57613 -0.58370 0.14 -0.08 0.07
H -0.03358 -2.36369 -1.48416 -0.02 0.09 -0.07